{"formula": "C28H78BMnN5O10", "method": "wB97M-V/def2-TZVPD", "s_squared": 8.75, "multiplicity": 6, "homo_energy_ev": [-7.514, -7.621], "max_force_ev_per_a": 1.9, "species": ["Mn", "C", "C", "O", "H", "H", "H", "H", "H", "B", "H", "H", "H", "H", "C", "O", "C", "C", "N", "C", "C", "O", "C", "H", "H", "H", "H", "H", "H", "H", "H", "H", "H", "H", "H", "H", "H", "H", "C", "O", "C", "C", "N", "C", "C", "O", "C", "H", "H", "H", "H", "H", "H", "H", "H", "H", "H", "H", "H", "H", "H", "H", "C", "C", "O", "O", "H", "H", "H", "H", "H", "H", "C", "C", "C", "O", "C", "N", "H", "H", "H", "H", "H", "H", "H", "H", "H", "H", "H", "C", "C", "C", "O", "C", "N", "H", "H", "H", "H", "H", "H", "H", "H", "H", "H", "H", "C", "C", "C", "O", "C", "N", "H", "H", "H", "H", "H", "H", "H", "H", "H", "H", "H"], "coordinates": [[-0.036, 0.677, 2.602], [2.319, 3.726, 4.507], [2.022, 3.396, 3.037], [1.250, 2.278, 2.872], [2.429, 2.804, 5.085], [1.459, 4.254, 4.933], [3.215, 4.333, 4.653], [2.987, 3.272, 2.503], [1.533, 4.285, 2.589], [0.134, -0.070, 0.375], [-1.009, 0.238, 0.134], [0.117, -0.919, 1.213], [0.664, -0.553, -0.599], [0.726, 0.903, 0.751], [-1.089, 2.691, -8.091], [-2.294, 1.959, -8.216], [-3.085, 1.995, -7.062], [-2.483, 1.329, -5.826], [-1.707, 2.261, -5.000], [-1.487, 1.697, -3.661], [-0.838, 2.675, -2.748], [-1.765, 3.706, -2.435], [-1.161, 4.810, -1.798], [-1.242, 3.629, -7.550], [-0.717, 2.923, -9.089], [-0.321, 2.100, -7.583], [-3.999, 1.454, -7.314], [-3.367, 3.035, -6.834], [-1.816, 0.526, -6.156], [-3.323, 0.866, -5.281], [-2.305, 3.074, -4.859], [-0.790, 0.864, -3.793], [-2.421, 1.312, -3.225], [0.061, 3.091, -3.222], [-0.461, 2.196, -1.837], [-0.894, 5.566, -2.548], [-0.251, 4.547, -1.253], [-1.876, 5.282, -1.124], [-0.826, -4.576, 4.104], [-1.393, -3.302, 3.955], [-1.347, -2.843, 2.599], [-2.279, -1.665, 2.487], [-1.811, -0.535, 3.321], [-2.887, 0.494, 3.399], [-2.921, 1.372, 2.167], [-1.652, 1.970, 1.960], [-1.696, 2.909, 0.908], [-0.519, -4.710, 5.141], [0.104, -4.665, 3.524], [-1.538, -5.347, 3.799], [-1.630, -3.630, 1.892], [-0.300, -2.584, 2.395], [-3.242, -2.019, 2.880], [-2.378, -1.387, 1.439], [-1.745, -0.883, 4.274], [-2.708, 1.125, 4.269], [-3.875, 0.037, 3.526], [-3.689, 2.144, 2.294], [-3.222, 0.804, 1.276], [-2.135, 2.527, -0.019], [-0.674, 3.191, 0.660], [-2.238, 3.812, 1.207], [2.727, 2.627, -0.817], [3.728, 3.364, -1.660], [4.994, 2.720, -1.692], [2.174, 1.581, -1.606], [1.930, 3.290, -0.450], [3.243, 2.239, 0.070], [3.882, 4.396, -1.345], [3.345, 3.451, -2.688], [4.852, 1.867, -2.116], [1.592, 1.082, -1.013], [-1.096, -3.569, -1.795], [-1.952, -2.450, -2.381], [-3.214, -2.980, -3.022], [-2.928, -3.806, -4.115], [-4.012, -4.006, -4.981], [-2.367, -1.552, -1.290], [-1.012, -4.374, -2.529], [-1.538, -3.957, -0.878], [-0.079, -3.218, -1.605], [-1.375, -1.901, -3.135], [-3.846, -2.110, -3.302], [-3.874, -3.464, -2.278], [-4.691, -4.774, -4.581], [-3.636, -4.363, -5.938], [-4.590, -3.090, -5.145], [-2.762, -0.719, -1.717], [-1.532, -1.206, -0.816], [2.220, -3.687, 0.745], [3.330, -2.810, 0.197], [3.465, -2.965, -1.308], [4.525, -2.193, -1.836], [5.804, -2.703, -1.576], [3.102, -1.430, 0.607], [1.228, -3.372, 0.400], [2.206, -3.684, 1.840], [2.316, -4.741, 0.466], [4.245, -3.205, 0.656], [2.561, -2.586, -1.796], [3.560, -4.024, -1.593], [6.015, -2.842, -0.509], [6.517, -1.957, -1.931], [5.980, -3.652, -2.096], [2.136, -1.187, 0.399], [3.701, -0.804, 0.081], [2.333, -1.807, 5.453], [1.172, -1.055, 4.807], [0.763, 0.132, 5.652], [-0.166, 0.951, 4.981], [-0.575, 2.069, 5.741], [1.529, -0.582, 3.446], [2.066, -2.131, 6.463], [3.195, -1.143, 5.573], [2.652, -2.656, 4.852], [0.339, -1.754, 4.698], [1.651, 0.727, 5.928], [0.366, -0.187, 6.629], [-1.247, 2.666, 5.134], [0.299, 2.666, 6.013], [-1.051, 1.750, 6.677], [2.348, 0.020, 3.550], [1.875, -1.355, 2.878]], "forces_ev_per_angstrom": [[1.391, 1.289, 0.259], [-0.409, -0.044, 0.120], [0.182, -0.083, -0.329], [-0.649, -0.636, 0.056], [0.171, -0.036, -0.142], [0.139, 0.060, 0.072], [-0.028, 0.086, -0.097], [-0.024, 0.134, 0.075], [0.167, 0.045, 0.000], [-0.496, -0.133, -0.982], [-0.098, 0.162, -0.059], [0.025, -0.453, 0.381], [-0.054, 0.064, -0.127], [0.423, 0.360, -0.065], [0.211, -0.114, -0.156], [0.240, 0.187, -0.255], [-0.223, -0.216, 0.173], [0.208, 0.184, -0.185], [-0.865, -0.020, 0.419], [0.380, -0.447, -0.788], [0.594, 0.523, 0.288], [-0.061, -0.167, 0.268], [0.010, 0.489, -0.453], [-0.004, -0.021, 0.068], [-0.165, -0.073, -0.047], [-0.046, 0.121, 0.170], [0.017, 0.074, -0.109], [0.022, -0.021, 0.082], [-0.126, -0.087, 0.021], [0.161, 0.034, 0.178], [0.204, 0.088, -0.054], [-0.127, -0.133, 0.195], [0.006, -0.017, 0.091], [-0.154, 0.058, -0.166], [-0.260, -0.129, 0.100], [0.130, -0.058, 0.054], [-0.071, -0.133, 0.088], [-0.040, -0.176, 0.081], [0.600, -0.088, 0.027], [-0.312, 0.312, -0.185], [0.521, -0.108, 0.449], [0.136, -0.403, 0.325], [-1.357, 0.148, -0.262], [0.275, 0.118, -0.103], [-0.552, -0.103, -0.197], [-0.942, -0.011, 0.237], [0.552, 0.661, -0.611], [-0.345, -0.027, 0.089], [-0.191, -0.067, -0.155], [0.121, -0.137, 0.014], [-0.173, -0.012, 0.103], [-0.151, 0.128, -0.241], [-0.112, 0.129, -0.260], [-0.010, 0.178, 0.047], [0.410, -0.104, -0.082], [0.129, -0.070, 0.047], [0.030, -0.050, -0.036], [0.112, 0.053, 0.114], [0.227, -0.060, -0.012], [-0.142, -0.304, 0.241], [0.072, -0.079, 0.275], [-0.063, -0.117, 0.134], [-0.183, 0.080, 0.245], [0.057, 0.350, -0.768], [-0.029, -0.018, 0.020], [0.117, 0.039, 0.263], [0.060, 0.099, -0.118], [-0.072, -0.047, -0.019], [0.142, -0.148, 0.410], [-0.152, -0.113, 0.131], [0.054, -0.047, 0.029], [0.007, -0.244, -0.171], [0.201, 0.027, -0.626], [0.031, -0.211, 0.697], [-1.056, 0.583, 0.314], [0.325, 0.273, -0.172], [-0.392, -0.375, 0.056], [0.170, 0.085, -0.205], [-0.026, -0.045, 0.107], [-0.045, 0.021, 0.031], [-0.086, 0.054, 0.199], [0.022, -0.176, -0.161], [0.359, -0.118, -0.409], [0.477, -0.352, 0.036], [-0.024, 0.125, -0.015], [0.112, 0.031, 0.020], [0.106, 0.040, 0.016], [-0.116, 0.071, 0.113], [-0.172, -0.143, -0.115], [-0.558, -0.376, 0.124], [0.011, -0.413, 0.236], [-0.263, -0.043, -0.301], [-0.185, 0.109, 0.020], [0.439, 0.086, 0.088], [0.088, -0.255, 0.359], [0.107, 0.133, -0.005], [0.053, 0.215, -0.047], [0.193, 0.108, -0.164], [0.122, 0.340, 0.002], [-0.001, 0.024, 0.062], [0.177, 0.039, 0.064], [-0.152, -0.059, -0.008], [-0.018, -0.103, -0.128], [-0.041, -0.002, -0.001], [0.225, 0.111, -0.105], [-0.039, 0.032, -0.015], [0.000, 0.475, 0.511], [0.353, -0.432, -0.506], [0.430, 0.364, 0.745], [-0.456, -0.471, 0.153], [0.538, -0.008, 0.349], [0.587, -0.465, 0.865], [-0.003, -0.217, -0.120], [-0.026, -0.007, -0.127], [-0.125, -0.094, 0.007], [-0.119, 0.111, 0.018], [0.007, 0.014, -0.342], [-0.196, -0.210, -0.214], [-0.032, 0.027, -0.036], [-0.089, 0.107, -0.102], [-0.181, -0.036, -0.146], [-0.227, 0.276, -0.274], [-0.126, 0.033, -0.052]], "mulliken_charge": [1.502, -0.962, -0.568, -0.927, 0.034, 0.231, 0.428, 0.257, 0.200, 3.797, -0.450, -1.383, -0.484, -0.144, -0.620, -0.400, -0.640, -0.570, -0.119, -0.915, 0.400, -0.433, -0.717, 0.294, 0.252, 0.207, 0.321, 0.372, 0.364, 0.396, 0.247, 0.302, 0.303, 0.311, -0.051, 0.347, 0.227, 0.227, -0.769, -0.453, -0.092, -1.140, -0.054, -1.055, -0.531, -0.188, -1.092, 0.289, 0.234, 0.347, 0.694, -0.373, 0.731, 0.255, 0.233, 0.178, 0.593, 0.560, 0.224, 0.460, -0.055, 0.406, 0.838, -0.961, -0.568, -0.533, -0.168, 0.114, 0.420, 0.310, 0.333, 0.014, -1.070, 1.058, -0.852, -0.302, -0.767, -0.463, 0.526, 0.144, -0.121, 0.080, 0.313, 0.335, 0.286, 0.264, 0.309, 0.294, -0.810, -1.248, 0.673, -0.445, -0.325, -0.737, -0.228, -0.097, 0.149, 0.558, 0.293, -0.041, 0.411, 0.304, 0.279, 0.288, -0.525, 0.345, -1.818, 1.216, -1.208, 0.287, -0.925, 0.153, 0.399, 0.417, 0.402, -0.416, 0.400, 0.522, 0.257, 0.224, 0.287, 0.367, -0.277]}